1.
One molecule with the formula C5H11NO at a distorted geometry, computed with wB97M-V/def2-TZVPD.

```
18
Properties=species:S:1:pos:R:3:forces:R:3
C 1.37279 1.16739 1.19344 4.582 -0.349 -1.864
C 0.11266 0.49727 0.93471 -4.524 1.024 0.167
N -0.02091 -0.07061 -0.41010 1.471 1.074 -1.783
C 0.88972 0.31744 -1.54640 -0.378 -0.282 0.450
C -1.05321 -0.83191 -0.86558 2.019 -2.930 -1.812
C -1.90912 -1.33771 0.22894 -1.782 0.606 0.395
O -0.98391 -1.39316 -2.01404 -1.438 1.693 2.808
H 1.98409 1.36498 0.17849 -1.149 -0.949 2.346
H 1.43902 2.16031 1.54603 -0.913 1.020 0.959
H 1.98677 0.51819 1.88622 -0.228 0.869 -0.972
H -0.81525 1.20568 1.09338 1.671 -0.829 -0.316
H -0.07714 -0.22750 1.73600 0.163 -0.334 -0.557
H 0.55975 -0.41368 -2.29280 0.305 0.966 -0.379
H 1.94200 0.19567 -1.41655 0.732 -0.937 0.879
H 0.91310 1.37434 -1.82368 -1.150 0.024 -0.161
H -2.55016 -0.54030 0.69920 0.711 -0.838 -0.275
H -2.51393 -2.16905 -0.07248 -0.665 -0.045 -0.709
H -1.27627 -1.81734 0.94523 0.574 0.218 0.825
```
Forces are in eV/Å.

Computed properties:
Charge   0
HOMO energy   -9.069 eV
Energy above the lowest of the compared OMol25 structures with the same formula, charge and spin   49.0 kcal per mole
2S+1   1
E_tot   -327.0532 hartree

Results of the natural (NBO) charge analysis, in e, for atoms 1 through 6:
1 C -0.6358
2 C -0.2225
3 N -0.4193
4 C -0.4609
5 C 0.6637
6 C -0.7076

***

2.
A 2-piece molecular cluster, C5H11NO overall at a distorted geometry, computed with wB97M-V/def2-TZVPD.

```
18
Properties=species:S:1:pos:R:3:forces:R:3
C -1.18070 1.61924 -1.10453 -0.774 0.096 0.284
C -1.65584 -0.35797 0.24447 -0.035 0.847 -0.883
C 1.91638 -0.32782 -0.41633 0.356 -0.034 0.502
C 0.19291 -1.22071 1.74045 0.032 -0.137 -0.183
C -0.28709 -0.46624 0.51477 1.290 0.764 0.028
O -0.48338 1.80355 -2.23057 -0.070 -0.440 0.468
N 0.56976 0.18734 -0.25609 -0.400 -1.058 -0.123
H 0.45838 1.77623 -1.99254 -0.142 -0.151 0.041
H -0.81656 2.06015 -0.18888 0.026 -0.071 -0.047
H -2.24203 1.64037 -1.31484 0.056 0.157 0.034
H -1.98458 -0.57202 -0.76303 0.042 -0.215 0.005
H -2.38184 -0.50162 1.03723 -0.078 0.076 -0.080
H 2.57333 0.00794 0.39858 0.042 0.046 -0.081
H 2.01336 -1.42167 -0.45293 -0.240 0.039 0.031
H 2.34737 0.04205 -1.35204 -0.077 0.099 0.090
H 0.65421 -2.16504 1.43742 -0.034 -0.003 0.049
H 0.94488 -0.65119 2.29292 -0.031 -0.009 -0.083
H -0.63857 -1.45260 2.40594 0.037 -0.008 -0.054
```
Forces are in eV/Å.

Computed properties:
Charge   0
HOMO energy (spin up / spin down)   -7.306 / -7.277 eV
Energy above the lowest of the compared OMol25 structures with the same formula, charge and spin   117.8 kcal per mole
2S+1   1
E_tot   -326.9436 hartree

Results of the natural (NBO) charge analysis, in e, for atoms 1 through 6:
1 C 0.1731
2 C -0.5799
3 C -0.4383
4 C -0.6808
5 C 0.2586
6 O -0.6506

***

3.
C5H11NO as an isolated structure at a distorted geometry, computed with wB97M-V/def2-TZVPD.

```
18
Properties=species:S:1:pos:R:3:forces:R:3
C 0.35611 0.23372 -0.80764 -0.669 1.483 1.541
C 1.07027 0.03759 0.42558 1.426 -2.265 -4.017
C 0.70696 -1.31348 1.03889 -1.450 1.121 1.145
C 2.54513 0.37256 0.26118 0.667 0.148 0.359
C -1.35598 0.11109 -0.81028 -0.453 -0.445 -0.483
N -1.75258 1.33010 -0.06094 1.178 0.364 -0.184
O -1.77686 -0.99075 -0.32112 -0.094 -0.055 0.037
H -1.60588 0.29500 -1.88461 0.312 -0.099 0.091
H 0.91090 0.83447 -1.53716 -0.177 -0.075 -0.227
H 0.48671 1.10110 0.22792 -0.484 0.088 1.189
H -0.39370 -1.41925 1.03345 0.331 0.030 -0.019
H 1.05241 -1.99687 0.27462 0.340 -0.310 0.162
H 1.09824 -1.50874 2.03107 0.344 0.042 -0.046
H 3.09618 0.59199 1.17525 -0.273 0.120 0.179
H 2.68819 1.19012 -0.44245 -0.061 0.270 0.164
H 3.09024 -0.45916 -0.19267 -0.363 -0.273 0.123
H -2.58288 1.38483 0.49063 -0.187 -0.453 0.060
H -1.12885 2.11625 -0.02050 -0.388 0.308 -0.074
```
Forces are in eV/Å.

Computed properties:
Charge   0
HOMO energy   -7.507 eV
Energy above the lowest of the compared OMol25 structures with the same formula, charge and spin   149.1 kcal per mole
2S+1   1
E_tot   -326.8938 hartree

Results of the natural (NBO) charge analysis, in e, for atoms 1 through 6:
1 C 0.0024
2 C -0.0668
3 C -0.6570
4 C -0.6378
5 C 0.3290
6 N -0.9486